A 2-piece molecular cluster, C3H5NS overall in a non-equilibrium geometry. Source: the OMol25 dataset; level of theory: wB97M-V/def2-TZVPD.

The highest occupied orbital energy is -9.109 eV. The energy above the lowest of the compared OMol25 structures with the same formula, charge and spin comes out at 294.6 kJ/mol. The HOMO-LUMO gap is 0.3345 Eh. As for the net charge: 0.

Each line ends with the Löwdin charge.
CARTESIAN COORDINATES (ANGSTROEM)
C  -0.8771  0.9591  0.3929  -0.365
C  1.4097  -0.0332  -0.6979  -0.482
C  -1.5604  -0.2542  0.0395  -0.122
N  -0.4149  1.9984  0.4516  0.144
S  2.6918  -0.2921  0.2793  0.743
H  2.1367  -1.3285  0.9524  -0.127
H  1.7678  0.8403  -1.2529  -0.064
H  -1.5935  -0.3501  -1.0624  0.088
H  -0.9724  -1.1659  0.3535  0.080
H  -2.5878  -0.3737  0.5441  0.106

Forces on atoms 1 to 6 (eV/Å):
C -0.70 -0.46 -0.60
C 0.16 0.28 -0.51
C -0.94 -2.52 0.69
N 0.67 1.17 0.54
S -0.18 -0.57 0.66
H 0.51 -0.06 0.17